[1]
120
Properties=species:S:1:pos:R:3:forces:R:3 method="wB97M-V/def2-TZVPD" multiplicity=1 total_charge=0 energy_ev=-54899.0812
C 14.628580 -3.690570 22.732260 0.8 -1.2 0.7
O 14.205190 -3.287100 21.484420 -0.3 0.5 -0.6
H 14.344630 -4.723570 22.933210 -0.1 -0.3 0.1
H 15.717900 -3.701010 22.695290 0.1 0.1 0.6
H 14.224630 -3.110910 23.562270 0.2 0.4 -0.1
H 13.336510 -2.917410 21.658580 -0.7 0.4 -0.4
C 18.198820 -2.738410 25.334830 0.7 -0.8 0.3
O 17.629350 -2.601900 26.641410 0.4 -0.1 -0.4
H 18.900500 -1.921030 25.168620 -0.6 0.5 -0.1
H 18.871270 -3.594540 25.280590 -0.1 -0.4 0.2
H 17.453290 -2.878820 24.552160 -0.1 0.4 0.0
H 17.277170 -3.438440 26.954120 0.0 -0.1 -0.1
C 14.774710 1.358070 30.237490 0.9 0.1 1.5
O 13.567080 1.574430 31.030060 0.9 -0.2 -1.4
H 14.742140 1.476800 29.154460 -1.0 -0.1 0.2
H 15.575220 2.013080 30.581370 -0.1 0.7 0.0
H 15.246760 0.416730 30.518840 -0.5 -0.5 -0.5
H 13.816160 1.227760 31.889930 -0.2 0.1 0.2
C 13.052440 1.559690 22.223330 1.2 0.5 0.4
O 12.091950 0.674130 22.728120 -0.8 -0.1 0.3
H 13.278430 2.321340 22.969600 -0.1 0.3 0.0
H 13.994870 1.017620 22.145330 -0.1 -0.1 -0.7
H 12.725510 2.066680 21.315480 0.2 -0.3 -0.2
H 11.440540 1.261100 23.118930 -0.5 -0.4 0.2
C 11.142500 -4.281300 23.382490 -0.1 -1.5 -1.0
C 10.939000 -2.788170 23.487440 1.7 -0.3 1.3
C 11.394370 -2.326960 24.888510 -1.5 0.0 0.5
O 11.834900 -2.177830 22.591800 0.3 -0.3 -1.3
H 11.057470 -4.662020 22.364690 -0.5 0.5 -0.5
H 10.421540 -4.898980 23.918010 -0.1 0.4 0.4
H 12.125640 -4.701630 23.594270 0.3 0.7 0.7
H 9.904000 -2.558390 23.234340 -0.1 0.3 0.2
H 11.408500 -1.246060 25.028400 0.1 0.1 -0.4
H 12.365100 -2.717960 25.193310 0.0 -0.1 -0.4
H 10.647110 -2.661830 25.607920 0.1 -0.2 0.3
H 11.769530 -1.221130 22.637170 0.0 0.5 0.1
C 20.554450 0.783030 24.536460 1.5 0.4 1.4
C 21.050940 2.136760 23.929100 -0.9 -2.4 1.0
C 22.471980 2.050620 23.476130 0.1 0.3 0.3
O 20.204200 2.268200 22.843320 -1.1 1.6 -1.4
H 19.582030 0.875260 25.020190 -0.2 0.0 -0.5
H 21.221010 0.456190 25.334570 0.2 0.0 0.3
H 20.624890 -0.042230 23.827870 -0.4 0.1 -0.4
H 20.870390 2.893140 24.692900 -0.1 0.4 -0.4
H 22.834790 2.983260 23.044100 0.0 0.1 0.2
H 22.490500 1.312110 22.674650 0.5 -0.3 0.2
H 23.040690 1.783360 24.366770 0.6 -0.2 -0.4
H 20.282720 1.438520 22.366800 -0.2 0.0 -0.3
C 16.177150 -0.409810 20.328720 0.0 0.6 -0.6
C 17.304380 -1.460180 20.454140 -2.1 1.2 2.3
C 17.634030 -1.535770 21.962190 0.9 0.5 -0.7
O 16.771760 -2.680020 20.050960 0.9 -1.1 -1.1
H 16.063040 -0.155130 19.275050 0.0 0.4 0.0
H 16.342550 0.475030 20.943370 0.5 0.3 -0.3
H 15.177580 -0.709900 20.643200 0.2 -0.9 0.1
H 18.156290 -1.143760 19.852290 0.0 -0.4 -0.1
H 18.546690 -2.116330 22.096730 -0.2 -0.4 0.3
H 16.766790 -1.908840 22.507010 0.1 -0.3 0.0
H 17.841550 -0.553700 22.387130 0.1 0.2 -0.2
H 16.214620 -3.023330 20.753340 -0.4 0.1 -0.1
C 14.133530 5.002390 25.176130 -0.5 -0.3 -1.0
C 13.161700 3.873930 25.641360 2.0 0.6 1.2
C 13.638420 3.402730 27.020300 -0.7 -0.3 0.7
O 11.836370 4.315770 25.755720 -0.5 0.0 -0.5
H 15.177010 4.687390 25.180150 0.0 -0.1 0.3
H 14.019940 5.931630 25.734450 0.0 -0.3 0.5
H 13.952380 5.320400 24.149410 -0.3 -0.2 -0.2
H 13.170010 2.993420 24.998920 0.0 0.3 -0.4
H 13.730940 4.231310 27.722440 0.0 0.3 -0.1
H 14.561380 2.832410 27.125060 0.1 0.2 -0.6
H 12.845580 2.777340 27.430640 0.0 -0.2 0.1
H 11.743220 4.796860 26.581240 0.0 0.1 0.1
C 17.812960 -0.964260 30.540680 -0.6 0.1 0.7
C 17.084360 -0.825150 31.930430 1.5 -1.5 -0.4
C 17.703740 -1.795110 32.974830 -0.9 0.1 -0.5
O 17.229900 0.482960 32.407350 -0.3 0.7 0.1
H 18.880060 -0.777690 30.661500 0.2 -0.1 0.4
H 17.504440 -0.217380 29.809200 -0.4 -0.1 0.1
H 17.728090 -1.955220 30.094710 -0.2 0.0 0.1
H 16.018570 -1.053290 31.918160 -0.1 0.2 -0.5
H 17.207930 -1.622810 33.930120 0.4 0.4 0.2
H 18.783490 -1.650730 33.012130 0.0 -0.1 0.2
H 17.457470 -2.837000 32.770110 0.3 -0.1 -0.4
H 18.173880 0.657620 32.409440 0.1 0.3 0.1
C 17.968230 3.116780 26.917050 -0.9 0.0 1.7
C 18.480810 3.630590 28.328240 -1.2 -2.1 -1.9
C 18.562970 2.452710 29.329990 0.4 0.6 -0.6
O 19.699740 4.217380 28.012140 1.2 0.7 1.2
H 18.609810 2.358880 26.467540 0.2 0.1 0.3
H 17.835600 3.951050 26.228200 0.1 0.1 0.0
H 16.984030 2.678620 27.082790 -0.1 -0.2 -0.3
H 17.709050 4.271710 28.754210 0.2 0.8 -0.2
H 18.729420 2.762360 30.361740 0.2 0.3 -0.1
H 19.361790 1.772730 29.034020 -0.1 -0.2 0.0
H 17.592340 1.956960 29.315240 0.1 -0.2 -0.1
H 19.598390 4.701180 27.189180 0.0 0.1 0.1
C 16.413690 0.685340 24.892900 -0.1 0.5 -1.3
C 15.696430 0.144160 26.119230 -0.2 0.3 0.5
C 14.776210 -1.050620 25.954780 -0.6 0.8 -1.3
O 16.596370 -0.210220 27.096430 1.7 0.2 1.2
H 15.760890 1.095840 24.122550 -0.6 -0.1 0.0
H 17.030720 -0.011400 24.325510 -0.1 -0.6 0.4
H 17.079250 1.532240 25.059940 -0.1 -0.1 0.7
H 15.153200 0.946010 26.619260 -0.5 0.2 -0.5
H 15.205330 -1.842890 25.341380 0.1 0.1 -0.2
H 13.935140 -0.603380 25.424980 -0.6 -0.7 -0.1
H 14.488330 -1.499450 26.905450 -0.1 0.4 0.0
H 16.921930 -1.062820 26.798630 0.6 -0.5 0.6
C 14.964680 -3.695100 29.299100 0.6 -0.4 0.1
C 14.167520 -3.840470 30.580840 -1.7 1.5 0.5
C 13.034050 -2.729850 30.643720 1.1 -1.3 -0.3
O 13.642600 -5.138040 30.764510 -0.6 -0.3 -0.5
H 15.767960 -4.429640 29.356560 0.4 0.0 -0.2
H 15.395030 -2.705010 29.148720 0.1 0.1 0.3
H 14.425120 -3.909150 28.376520 -0.5 -0.2 0.3
H 14.724410 -3.670150 31.502230 0.8 0.5 -0.3
H 13.602070 -1.799560 30.640080 -0.3 0.2 0.2
H 12.409400 -2.823610 31.532050 0.2 0.0 0.0
H 12.399410 -2.739030 29.757580 0.0 -0.1 0.0
H 14.382940 -5.744240 30.842100 0.0 -0.1 0.0

***

[2]
65
Properties=species:S:1:pos:R:3:forces:R:3 method="wB97M-V/def2-TZVPD" multiplicity=1 total_charge=-1 energy_ev=-73980.1201
C -2.460524 0.747663 -0.816012 1.1 -0.7 -0.4
C -1.659016 -0.571836 -0.222610 -0.3 -1.1 -0.9
C -2.334571 -1.194280 1.148535 -1.5 -0.2 -1.2
N -2.527255 -0.209818 2.271509 1.0 -1.7 -0.8
C -1.287098 0.566145 2.635053 -1.4 2.4 -1.0
I 0.522352 -0.665012 2.734078 -0.3 0.0 0.0
H -1.801915 1.693421 -0.585405 -1.7 -1.8 -0.4
H -3.556070 0.814698 -0.409806 2.1 0.1 -0.6
H -2.513968 0.606678 -1.998522 0.0 0.5 2.5
H -1.792041 -1.418453 -1.054794 0.4 1.6 1.8
H -0.493796 -0.399443 -0.146422 -2.6 -0.2 0.1
H -1.808787 -2.209553 1.494564 -0.7 2.5 -0.7
H -3.430702 -1.538953 0.820633 2.0 0.6 0.5
H -3.362534 0.396393 2.108032 1.4 -0.6 0.1
H -1.101223 1.327808 1.733956 0.3 -1.6 1.2
C 1.584088 -0.379391 -4.226792 0.1 0.3 -1.2
C 2.161176 -0.014360 -2.901869 0.5 0.8 0.5
O 1.342799 -0.704173 -1.984644 0.0 -1.0 -0.8
C 0.909795 -1.807880 -2.656218 -1.3 -2.2 1.6
O 0.408956 -2.782448 -2.120265 1.2 2.1 -1.4
O 1.112321 -1.693116 -4.004285 -0.2 -0.3 0.8
F 2.036413 1.311721 -2.670338 0.0 0.4 0.0
H 0.745572 0.263325 -4.515233 0.1 0.1 0.2
H 2.330947 -0.360989 -5.025074 -0.1 -0.2 0.1
H 3.204187 -0.320064 -2.766994 -0.3 0.3 0.1
C -2.780194 4.416665 1.250122 -0.4 -0.7 1.1
C -2.411545 5.816139 0.893376 0.3 0.4 0.5
O -1.723121 5.674308 -0.328442 -0.9 -0.3 -0.1
C -2.258784 4.564809 -0.910466 0.0 -1.7 -2.8
O -2.121213 4.275239 -2.087365 -0.2 0.8 2.7
O -2.976303 3.819091 -0.015735 0.5 0.9 -1.1
F -1.559429 6.337512 1.804272 0.1 0.4 0.1
H -1.979684 3.889688 1.780093 0.0 0.2 0.0
H -3.691365 4.367227 1.852381 0.1 -0.1 -0.2
H -3.267964 6.485257 0.757927 0.2 0.1 0.1
C 1.164669 5.737432 -0.535528 -1.1 0.6 0.0
C 2.396387 5.912318 -1.356493 0.5 0.3 0.0
O 3.253170 4.896885 -0.885641 -0.6 -0.2 -0.2
C 2.424295 3.901694 -0.462278 0.6 -3.8 1.0
O 2.784786 2.756859 -0.244870 -0.9 3.1 -0.5
O 1.136781 4.341033 -0.318180 0.8 -0.3 -0.2
F 2.976090 7.108005 -1.107617 0.3 0.4 -0.2
H 1.221351 6.253709 0.428648 0.2 0.1 -0.2
H 0.264792 6.070683 -1.059510 0.3 -0.2 0.1
H 2.238885 5.791105 -2.433535 0.1 0.2 0.1
C 3.659524 -4.724811 -0.272448 -0.6 -0.4 1.1
C 4.748729 -5.121819 -1.209313 0.0 -0.6 -0.3
O 4.677101 -4.150640 -2.228412 0.0 0.7 0.6
C 4.192680 -3.032327 -1.618998 -0.5 2.6 -0.4
O 4.246904 -1.912750 -2.100117 0.1 -2.7 1.0
O 3.644962 -3.317000 -0.398163 0.7 0.6 -1.3
F 4.497093 -6.332310 -1.756170 0.2 -0.3 -0.1
H 2.682865 -5.125325 -0.564193 0.2 -0.1 -0.1
H 3.867771 -5.024236 0.758265 -0.1 0.3 -0.1
H 5.749075 -5.114588 -0.763471 0.0 -0.2 -0.2
C -3.143761 -5.176419 3.118505 -1.0 0.0 -0.8
C -2.615893 -4.343450 4.236189 -0.2 0.6 0.5
O -1.411424 -4.986628 4.586129 0.2 -0.2 -1.0
C -0.974589 -5.571525 3.435588 2.8 -1.1 -0.6
O 0.160385 -5.985053 3.266187 -2.7 0.8 0.4
O -1.961968 -5.631478 2.490622 0.9 0.0 0.6
F -3.446142 -4.384885 5.302318 -0.2 0.1 0.4
H -3.723192 -6.037227 3.468730 0.1 0.1 0.2
H -3.759217 -4.598494 2.423804 0.3 -0.1 0.0
H -2.411612 -3.302778 3.962710 -0.1 0.0 0.1

***

| no. | LUMO energy (Eh) | gap between HOMO and LUMO (eV) | HOMO energy (eV) |
| --- | --- | --- | --- |
| 1 | 0.0107 | 9.914 | -9.6225 |
| 2 | 0.0842 | 4.242 | -1.9509 |